{"formula": "C6H18NOSi", "method": "ωB97M-V with the def2-TZVPD basis set", "elements": ["C", "C", "C", "C", "C", "C", "N", "O", "Si", "H", "H", "H", "H", "H", "H", "H", "H", "H", "H", "H", "H", "H", "H", "H", "H", "H", "H"], "coordinates": [[-0.031, -0.231, -2.653], [0.566, 1.926, 1.786], [2.709, -0.383, 1.391], [-0.050, -1.041, 2.866], [0.763, -0.044, -1.366], [0.011, -0.216, -0.116], [-3.275, -0.127, -2.305], [-1.241, -0.370, -0.124], [0.878, 0.052, 1.631], [0.604, -0.032, -3.509], [-0.392, -1.256, -2.740], [-0.879, 0.449, -2.708], [0.870, 2.268, 2.770], [1.133, 2.501, 1.057], [-0.485, 2.177, 1.669], [3.190, 0.223, 0.629], [3.252, -0.216, 2.315], [2.853, -1.429, 1.128], [-0.978, -0.582, 3.198], [-0.293, -2.012, 2.446], [0.560, -1.211, 3.749], [1.201, 0.960, -1.326], [1.625, -0.719, -1.331], [-4.041, -0.433, -1.714], [-3.291, -0.718, -3.126], [-3.508, 0.810, -2.611], [-1.749, -0.348, -1.006]], "forces_ev_per_angstrom": [[0.148, 0.028, 0.016], [0.141, -0.704, -0.029], [-0.741, 0.083, 0.028], [0.288, 0.504, -0.395], [-0.189, -0.187, -0.637], [0.463, 0.335, 0.239], [0.246, -0.169, 0.610], [-0.691, -0.116, -0.156], [0.051, 0.075, 0.161], [0.083, -0.004, -0.066], [-0.070, -0.009, -0.034], [0.043, -0.004, -0.035], [0.086, 0.029, 0.217], [0.115, -0.024, -0.111], [-0.184, -0.061, 0.001], [-0.017, 0.149, -0.124], [0.037, 0.067, 0.231], [-0.068, -0.155, -0.022], [-0.084, 0.107, -0.047], [0.033, -0.149, -0.122], [0.146, 0.005, 0.111], [0.082, 0.054, 0.177], [0.036, 0.033, 0.142], [-0.112, 0.004, -0.055], [0.044, -0.056, -0.068], [0.013, 0.098, -0.020], [0.101, 0.067, -0.016]], "mulliken_charge": [-1.57, -1.09, -1.06, -1.05, -0.22, 0.63, -0.83, -0.34, 0.26, 0.41, 0.39, 0.42, 0.37, 0.33, 0.38, 0.35, 0.36, 0.37, 0.33, 0.37, 0.35, 0.34, 0.37, 0.25, 0.25, 0.26, 0.38], "lumo_energy_ev": -4.233, "homo_lumo_gap_ev": 10.3, "homo_energy_ha": -0.53284, "charge": 1, "de_lowest_kcal_mol": 38.3}

***

{"formula": "C18H26N6O3", "method": "ωB97M-V with the def2-TZVPD basis set", "elements": ["C", "C", "C", "C", "N", "C", "O", "N", "C", "C", "C", "C", "N", "C", "C", "N", "C", "C", "H", "H", "H", "H", "H", "H", "H", "H", "H", "H", "H", "H", "H", "H", "H", "H", "C", "N", "C", "O", "C", "N", "C", "C", "O", "H", "H", "H", "H", "H", "H", "H", "H", "H", "H"], "coordinates": [[-3.898, -2.218, -1.492], [-3.071, -0.939, -1.662], [-3.987, 0.184, -2.168], [-1.953, -1.218, -2.677], [-2.541, -0.623, -0.338], [-1.750, 0.454, 0.007], [-1.287, 1.193, -0.841], [-1.443, 0.546, 1.350], [-0.648, 1.478, 2.035], [-0.440, 1.234, 3.400], [0.329, 2.102, 4.184], [0.904, 3.240, 3.621], [1.628, 4.056, 4.414], [2.151, 5.140, 3.805], [1.958, 5.403, 2.433], [1.232, 4.591, 1.639], [0.702, 3.506, 2.235], [-0.067, 2.626, 1.468], [-4.724, -2.054, -0.794], [-3.274, -3.031, -1.106], [-4.318, -2.536, -2.452], [-4.493, -0.119, -3.090], [-4.747, 0.427, -1.419], [-3.412, 1.090, -2.381], [-1.384, -0.312, -2.901], [-2.372, -1.586, -3.618], [-1.264, -1.972, -2.289], [-2.952, -1.128, 0.437], [-1.861, -0.178, 1.918], [-0.881, 0.362, 3.872], [0.489, 1.909, 5.240], [2.741, 5.838, 4.391], [2.408, 6.293, 2.004], [-0.198, 2.883, 0.424], [3.568, -3.272, 1.311], [2.472, -2.528, 0.691], [2.643, -1.541, -0.198], [3.755, -1.174, -0.562], [1.368, -0.890, -0.748], [1.474, -0.352, -2.110], [1.674, -1.030, -3.240], [1.894, -2.530, -3.197], [1.649, -0.461, -4.320], [4.293, -3.567, 0.550], [4.075, -2.640, 2.043], [3.188, -4.166, 1.808], [1.530, -2.783, 0.938], [0.559, -1.617, -0.721], [1.103, -0.074, -0.075], [1.326, 0.640, -2.226], [2.842, -2.737, -2.705], [1.934, -2.903, -4.219], [1.075, -3.013, -2.669]], "forces_ev_per_angstrom": [[0.022, -0.003, 0.124], [-0.297, -0.089, -0.692], [0.121, 0.196, -0.053], [0.136, 0.341, 0.046], [0.255, 0.077, 1.401], [0.289, -0.265, -1.294], [0.089, 0.394, 0.140], [-0.464, -0.473, 0.227], [0.549, 1.314, -0.907], [0.956, 0.834, 1.489], [-1.189, -1.586, -0.556], [0.237, 0.489, -0.335], [0.961, 1.855, -0.807], [-0.753, -1.404, 0.505], [-1.029, -1.308, -0.670], [1.228, 1.543, 0.930], [0.089, -0.200, 0.727], [-0.920, -1.246, -0.479], [0.005, -0.028, -0.050], [-0.042, 0.034, -0.050], [0.094, 0.112, 0.173], [0.070, -0.023, 0.097], [0.037, -0.068, -0.060], [-0.045, -0.139, 0.083], [-0.053, -0.149, 0.102], [-0.042, 0.015, 0.151], [-0.050, -0.010, -0.015], [-0.051, 0.007, -0.286], [0.199, 0.245, 0.142], [0.002, -0.002, -0.053], [-0.038, 0.009, -0.138], [-0.072, -0.197, 0.143], [-0.126, -0.131, -0.178], [-0.083, -0.214, 0.102], [0.059, 0.442, -0.225], [-0.589, -0.829, 0.618], [1.313, 0.814, -1.026], [-0.614, -0.244, 0.235], [0.038, -0.104, -0.723], [-0.022, 0.354, 2.217], [0.028, -0.717, -1.610], [0.065, 0.358, 0.162], [0.048, 0.223, -0.050], [-0.090, 0.070, 0.081], [0.068, -0.110, -0.015], [-0.108, 0.175, -0.109], [0.046, -0.017, -0.027], [-0.244, -0.110, 0.151], [-0.038, 0.083, -0.096], [0.014, -0.088, -0.015], [0.000, -0.159, 0.168], [-0.045, 0.149, 0.108], [-0.015, -0.218, 0.198]], "mulliken_charge": [-1.92, 1.51, -1.78, -1.43, -0.25, 0.54, -0.61, -0.02, 0.46, -0.72, -0.71, 0.42, -0.67, -0.27, -0.28, -0.58, 0.19, -0.10, 0.48, 0.43, 0.41, 0.45, 0.39, 0.35, 0.34, 0.53, 0.15, 0.30, 0.16, 0.37, 0.42, 0.38, 0.42, 0.65, -0.89, -0.13, 0.36, -0.65, -0.24, 0.11, 0.69, -1.08, -0.69, 0.28, 0.29, 0.35, 0.24, 0.07, 0.14, 0.24, 0.29, 0.32, 0.30], "smiles": "CC(C)(C)NC(=O)Nc1ccc2nccnc2c1.CNC(=O)CNC(C)=O", "lumo_energy_ev": -0.501, "homo_lumo_gap_ev": 8.2, "homo_energy_ha": -0.31873, "de_lowest_kcal_mol": 0.0}

***

{"formula": "C7H11BrO2", "method": "ωB97M-V with the def2-TZVPD basis set", "elements": ["C", "C", "C", "C", "C", "C", "C", "O", "O", "Br", "H", "H", "H", "H", "H", "H", "H", "H", "H", "H", "H"], "coordinates": [[0.347, -0.830, 1.060], [0.837, 0.575, 1.327], [-0.384, -0.718, -0.300], [0.543, 1.224, -0.025], [0.245, -1.421, -1.469], [1.685, 1.468, -0.958], [-2.484, -0.481, 0.819], [0.527, -1.844, 1.671], [-1.732, -0.724, -0.357], [-0.766, 2.633, -0.026], [0.278, 1.026, 2.152], [1.891, 0.593, 1.625], [-0.091, -0.963, -2.396], [-0.070, -2.464, -1.466], [1.329, -1.383, -1.416], [2.188, 2.414, -0.738], [1.336, 1.515, -1.987], [2.412, 0.663, -0.874], [-3.175, -1.320, 0.953], [-3.059, 0.440, 0.700], [-1.856, -0.402, 1.707]], "forces_ev_per_angstrom": [[-0.136, -0.194, -0.028], [0.242, 0.469, -0.012], [1.260, 2.813, 0.051], [-1.394, -2.920, -0.166], [-0.322, 0.057, 0.281], [-0.160, 0.224, 0.022], [-0.397, 0.096, 0.301], [0.015, 0.033, 0.021], [0.363, -0.285, -0.303], [0.135, -0.136, 0.044], [-0.068, -0.078, -0.019], [-0.020, -0.012, -0.014], [-0.020, 0.049, -0.051], [0.016, -0.127, -0.025], [0.077, 0.029, 0.014], [0.079, -0.010, 0.033], [0.013, 0.015, -0.126], [0.095, -0.074, 0.012], [0.128, 0.119, -0.010], [0.144, -0.084, 0.002], [-0.050, 0.014, -0.028]], "mulliken_charge": [-0.25, -0.37, 1.32, 0.46, -1.53, -1.60, -0.70, -0.56, -0.38, -0.15, 0.32, 0.31, 0.36, 0.42, 0.31, 0.44, 0.36, 0.36, 0.29, 0.28, 0.31], "lumo_energy_ev": 0.742, "homo_lumo_gap_ev": 8.7, "homo_energy_ha": -0.29112, "de_lowest_kcal_mol": 7.4}

***

{"formula": "C17H30AlBrCa2Cl2NO13", "method": "ωB97M-V with the def2-TZVPD basis set", "elements": ["C", "C", "O", "C", "C", "O", "C", "N", "C", "O", "C", "C", "C", "O", "O", "C", "C", "O", "C", "H", "H", "H", "H", "H", "H", "H", "H", "H", "H", "H", "H", "H", "H", "H", "H", "H", "H", "C", "O", "O", "O", "H", "Cl", "Al", "Br", "C", "C", "O", "H", "H", "H", "H", "H", "O", "C", "C", "O", "H", "H", "H", "H", "O", "H", "H", "Ca", "Cl", "Ca"], "coordinates": [[-3.822, 2.272, 3.298], [-5.262, 1.885, 2.750], [-5.508, 2.450, 1.421], [-4.354, 2.038, 0.603], [-4.698, 2.046, -0.963], [-3.533, 2.355, -1.760], [-2.629, 1.314, -1.808], [-3.022, -0.069, -1.854], [-2.058, -1.135, -1.913], [-2.491, -2.471, -1.916], [-0.627, -0.867, -1.969], [-0.108, 0.587, -1.929], [1.427, 0.760, -2.007], [2.112, -0.257, -1.862], [2.142, 1.950, -2.274], [-1.204, 1.685, -1.831], [-0.846, 3.180, -1.760], [0.133, 3.535, -0.782], [-0.343, 3.290, 0.553], [-3.736, 2.232, 4.418], [-3.577, 3.304, 2.892], [-3.030, 1.572, 2.871], [-6.031, 2.249, 3.483], [-5.363, 0.754, 2.625], [-3.951, 1.031, 0.905], [-3.599, 2.875, 0.726], [-5.274, 1.130, -1.288], [-5.413, 2.914, -1.099], [-4.001, -0.358, -1.847], [-2.516, -2.767, -0.974], [0.141, -1.701, -2.044], [1.648, 2.545, -2.857], [-1.738, 3.872, -1.610], [-0.396, 3.475, -2.789], [-1.139, 4.042, 0.842], [0.546, 3.459, 1.233], [-0.683, 2.224, 0.757], [3.962, -3.036, -0.738], [4.782, -2.668, -1.663], [3.799, -2.073, 0.201], [3.337, -4.080, -0.613], [4.413, -1.451, -0.229], [0.043, 5.886, 0.822], [3.718, -3.206, -3.063], [4.824, -5.414, -4.619], [0.600, 1.126, 4.618], [0.143, 0.762, 3.178], [-0.952, 1.467, 2.924], [-0.160, 0.874, 5.360], [1.505, 0.564, 4.868], [0.836, 2.189, 4.712], [0.067, -0.339, 3.167], [1.032, 0.933, 2.541], [7.563, -3.953, 1.560], [7.254, -4.292, 0.378], [7.985, -5.781, 0.042], [7.686, -6.118, -1.143], [7.574, -3.629, -0.444], [6.185, -4.448, 0.153], [7.662, -6.451, 0.856], [9.054, -5.640, 0.274], [-1.484, -5.696, -1.854], [-1.941, -6.322, -2.429], [-1.907, -4.851, -2.047], [0.561, 4.854, -3.213], [-5.178, 4.540, 0.624], [-0.155, -1.146, -4.463]], "forces_ev_per_angstrom": [[0.109, -0.446, -1.094], [0.747, 0.016, 1.561], [1.377, -2.076, -0.519], [0.708, 0.338, -1.379], [-2.385, 0.858, 1.544], [0.302, -2.883, 0.231], [4.069, 1.195, -0.046], [0.780, -0.174, -0.028], [3.826, 0.672, -0.142], [-0.213, 1.854, 0.821], [-2.514, 1.303, 0.255], [-0.166, 0.659, -1.791], [-1.032, -2.062, 0.103], [-0.722, 1.697, -0.190], [-0.736, -0.763, 0.244], [-2.174, -1.318, 0.025], [-1.209, -0.820, 1.548], [-0.346, -1.008, -2.414], [0.034, -0.434, 2.226], [-0.327, 0.160, -1.165], [-0.299, -1.023, 0.857], [-1.135, 1.020, 0.777], [0.443, -0.233, -1.211], [0.024, 1.311, 0.187], [-0.528, 0.980, -0.028], [-0.430, -1.607, -0.078], [0.938, 0.763, 0.145], [1.035, -1.113, -0.090], [0.458, 0.362, 0.047], [-0.004, 0.113, -0.748], [-1.068, 0.827, 0.676], [-0.263, -0.745, 0.166], [0.584, -1.019, -0.295], [-1.558, -2.721, 0.856], [0.772, -1.177, -0.463], [-1.191, -0.176, -0.941], [0.246, 0.805, -0.691], [-1.514, -0.331, 3.708], [0.111, -0.484, -2.129], [1.005, -0.013, -1.052], [0.350, 0.285, -1.630], [-0.341, 0.918, 1.087], [0.352, 1.764, -0.740], [0.296, -1.542, -1.439], [-0.806, 1.685, 1.110], [0.443, 0.377, 1.030], [0.709, -0.957, 0.089], [0.081, -0.030, -0.664], [-0.075, 0.007, -0.273], [-0.059, -0.090, -0.244], [-0.148, -0.082, -0.189], [-0.679, -0.012, 0.077], [-0.095, 0.777, -0.154], [0.034, -1.183, -1.559], [-2.763, 5.858, 1.565], [2.854, -6.010, -1.536], [-0.082, 1.259, 1.521], [1.143, -0.522, -0.024], [0.044, -1.219, 0.466], [-1.224, 0.550, 0.026], [-0.016, 1.248, -0.475], [-0.177, 0.203, -0.155], [0.103, -0.050, 0.119], [0.045, -0.118, -0.042], [1.601, 2.812, 1.376], [-0.316, 1.751, 0.332], [0.971, 0.016, 0.844]], "mulliken_charge": [-0.66, -0.27, -0.38, -0.52, -0.78, -0.39, -0.39, 0.17, -0.44, -0.50, -1.36, 1.33, 0.04, -0.32, -0.53, 0.88, -1.16, -0.11, -0.74, 0.41, 0.19, 0.17, 0.37, 0.27, 0.57, 0.29, 0.20, 0.52, 0.28, 0.37, 0.77, 0.22, 0.35, -0.01, 0.36, 0.46, -0.02, 0.89, -0.44, -0.40, -0.62, 0.30, -0.53, 0.38, -0.48, -1.23, -0.02, -0.43, 0.31, 0.38, 0.34, 0.26, 0.22, -0.45, 0.34, -0.20, -0.38, 0.22, -0.08, 0.26, 0.27, -0.59, 0.33, 0.30, 1.42, -0.15, 1.09], "lumo_energy_ev": -7.091, "homo_lumo_gap_ev": 2.2, "homo_energy_ha": -0.33964, "charge": 1}